ORCA calculation (wB97M-V/def2-TZVPD) on the molecule C3H4N2O.

Structure (ORCA input):
```
! RIJCOSX wB97M-V def2-TZVPD def2/J DEFGRID3
* xyz 0 1
O 2.24 -0.13 0.09
C 0.89 -0.09 0.05
N 0.20 -1.21 -0.07
N -1.08 -0.79 -0.12
C -1.20 0.55 -0.01
C 0.08 1.06 0.10
H 2.48 -1.06 -0.05
H -1.82 -1.48 -0.13
H -2.16 1.05 -0.06
H 0.38 2.09 0.21
*
```

HOMO-LUMO gap	0.36596	Eh
E_HOMO	-8.907	eV
calculated total energy	-8202.9764	eV
ΔE to the lowest compared entry with this formula, charge and spin	21.0	kcal per mole
SMILES	Oc1cc[nH]n1